No. 1
DFT (wB97M-V/def2-TZVPD) results for a single C9H14N2O3 molecule in a non-equilibrium geometry.

Summary:
- Orbital gap: 7.501 eV
- E_tot: -686.35394 a.u.
- Maximum force: 4.14 eV/Å

Structure (ORCA input):
```
! wB97M-V def2-TZVPD RIJCOSX def2/J DEFGRID3
* xyz 0 1
C 0.27 1.58 -1.37
C 1.56 1.79 -1.11
C -0.51 0.49 -0.75
C 2.22 1.06 -0.07
C 1.30 0.79 0.95
C -1.70 0.57 -0.08
C 3.62 0.63 -0.12
C -2.63 -0.71 0.23
C -3.61 -1.19 -0.80
N 1.61 -0.07 2.07
N -2.29 1.78 0.31
O -1.61 2.80 0.13
O -3.42 1.79 0.83
O -4.36 -2.16 -0.16
H -0.47 2.25 -1.85
H 2.13 2.41 -1.83
H -0.10 -0.51 -0.78
H 0.48 1.45 1.05
H 3.72 -0.34 0.49
H 4.24 1.34 0.43
H 4.13 0.37 -1.09
H -3.25 -0.19 0.95
H -2.03 -1.52 0.61
H -4.21 -0.35 -1.05
H -3.20 -1.64 -1.61
H 2.41 -0.57 1.91
H 0.88 -0.48 2.66
H -4.42 -1.97 0.78
*
```

No. 2
DFT (wB97M-V/def2-TZVPD) results for a single C4H10N2O2 molecule in a non-equilibrium geometry.

Summary:
- Orbital gap: 9.150 eV
- E_tot: -418.36843 a.u.
- Maximum force: 1.52 eV/Å

Structure (ORCA input):
```
! wB97M-V def2-TZVPD RIJCOSX def2/J DEFGRID3
* xyz 0 1
C -0.77 0.05 -1.51
C 1.14 -1.16 1.37
C -0.91 0.09 1.58
N 0.20 -0.27 0.68
N -0.32 -0.95 -0.51
C 0.30 1.09 -1.79
O -0.13 2.35 -1.52
O 1.43 0.89 -2.18
H 0.68 2.89 -1.62
H 0.44 -1.48 -0.96
H -1.70 0.52 -1.20
H -0.98 -0.46 -2.46
H 1.55 -0.68 2.26
H 0.67 -2.11 1.67
H -0.52 0.51 2.51
H -1.54 -0.77 1.83
H 1.99 -1.39 0.72
H -1.53 0.87 1.13
*
```

No. 3
DFT (wB97M-V/def2-TZVPD) results for a molecular structure, C5H11N3O in a non-equilibrium geometry.

Summary:
- Orbital gap (alpha / beta): 7.453 / 7.454 eV
- E_tot: -436.41885 a.u.
- Maximum force: 6.75 eV/Å

Structure (ORCA input):
```
! wB97M-V def2-TZVPD RIJCOSX def2/J DEFGRID3
* xyz 0 1
C 1.54 1.66 0.86
C -0.80 2.20 0.84
N 0.31 1.63 0.11
C -0.15 -0.72 0.16
C -0.34 -2.31 -1.24
N 0.03 -1.22 1.38
N -0.72 -2.37 -2.53
C -0.03 0.02 -0.84
O -0.05 -3.30 -0.59
H 0.51 -2.11 1.38
H -0.78 -1.19 1.99
H -0.83 -1.55 -3.10
H -0.85 -3.28 -2.97
H -0.16 0.40 -1.82
H 1.46 1.23 1.88
H 2.30 1.09 0.34
H 1.87 2.70 1.00
H -0.95 1.74 1.84
H -0.62 3.27 1.02
H -1.72 2.10 0.28
*
```

maximum force of number 2 (C4H10N2O2)? 1.52 eV/Å